DFT (ωB97M-V with the def2-TZVPD basis set) results for a 5-piece molecular cluster, C39H47F2N9O10P overall in a non-equilibrium geometry.

The geometry in ORCA input format:
```
! wB97M-V def2-TZVPD RIJCOSX def2/J DEFGRID3
* xyz 1 1
C 2.992 1.535 3.548
C 4.016 0.410 3.438
C 4.811 0.394 2.137
C 4.003 0.077 0.852
C 2.986 -0.999 1.048
C 3.229 -2.331 1.283
C 4.530 -3.043 1.353
C 5.149 -3.212 2.764
N 1.956 -2.901 1.406
N 1.631 -4.237 1.650
C 1.695 -4.574 3.038
O 2.342 -4.059 3.860
F 0.851 -5.547 3.267
C 2.249 -5.158 0.746
O 2.053 -5.188 -0.399
F 3.035 -5.990 1.395
C 0.973 -1.990 1.240
C -0.462 -2.383 1.270
C -1.483 -1.348 1.715
C -2.858 -1.960 1.920
C -2.974 -2.868 3.161
N -2.589 -2.207 4.406
N 1.590 -0.813 1.008
P 0.783 0.715 0.629
N 0.177 0.735 -0.796
H 3.397 2.481 3.204
H 2.748 1.672 4.598
H 2.052 1.309 3.053
H 3.543 -0.546 3.655
H 4.738 0.571 4.234
H 5.255 1.375 2.012
H 5.578 -0.366 2.225
H 4.707 -0.309 0.119
H 3.579 0.965 0.408
H 4.490 -4.003 0.852
H 5.211 -2.448 0.754
H 6.142 -2.777 2.781
H 4.557 -2.749 3.538
H 5.278 -4.266 2.976
H -0.516 -3.205 1.979
H -0.716 -2.820 0.306
H -1.145 -0.802 2.590
H -1.581 -0.605 0.925
H -3.200 -2.464 1.020
H -3.543 -1.130 2.087
H -4.022 -3.138 3.244
H -2.357 -3.748 3.004
H -2.634 -1.201 4.340
H -1.674 -2.486 4.725
H -0.129 0.934 1.661
H 1.806 1.634 0.829
H -0.823 0.901 -0.751
C 2.824 0.543 -3.518
C 3.776 0.251 -4.488
C 3.496 0.475 -5.827
C 2.262 0.993 -6.169
C 1.301 1.276 -5.218
C 1.586 1.052 -3.882
N 1.966 1.263 -7.588
O 2.820 0.985 -8.401
O 0.887 1.756 -7.847
H 3.048 0.372 -2.472
H 4.740 -0.147 -4.203
H 4.230 0.255 -6.588
H 0.338 1.676 -5.502
H 0.847 1.273 -3.125
C 1.764 6.193 -5.414
C 1.398 7.243 -4.582
C 0.513 7.030 -3.539
C 0.005 5.759 -3.345
C 0.350 4.705 -4.168
C 1.238 4.925 -5.205
N -0.922 5.515 -2.233
O -1.230 6.452 -1.530
O -1.329 4.374 -2.074
H 2.460 6.362 -6.224
H 1.804 8.231 -4.745
H 0.225 7.845 -2.892
H -0.062 3.721 -4.003
H 1.520 4.106 -5.853
C -2.073 -8.195 6.009
C -1.878 -6.878 5.614
C -2.930 -5.977 5.650
C -4.165 -6.416 6.089
C -4.382 -7.721 6.483
C -3.324 -8.616 6.440
N -5.278 -5.454 6.147
O -5.056 -4.322 5.765
O -6.341 -5.849 6.574
H -1.249 -8.895 5.985
H -0.902 -6.552 5.281
H -2.793 -4.948 5.350
H -5.357 -8.039 6.820
H -3.476 -9.641 6.747
C -6.664 5.091 -3.687
C -6.991 6.298 -4.288
C -5.991 7.134 -4.757
C -4.675 6.740 -4.616
C -4.327 5.544 -4.017
C -5.334 4.716 -3.549
N -3.610 7.619 -5.128
O -3.941 8.671 -5.629
O -2.462 7.236 -5.018
H -7.448 4.439 -3.325
H -8.027 6.590 -4.393
H -6.236 8.076 -5.224
H -3.291 5.257 -3.915
H -5.079 3.777 -3.078
*
```

Calculated values
Frontier orbital gap in eV: 7.97
DFT total energy in a.u.: -3299.9792
Maximum force in eV Å⁻¹: 1.8


DFT (ωB97M-V with the def2-TZVPD basis set) results for a 10-piece molecular cluster, C37H77N3O17 overall in a non-equilibrium geometry.

The geometry in ORCA input format:
```
! wB97M-V def2-TZVPD RIJCOSX def2/J DEFGRID3
* xyz 0 1
C 0.360 -1.818 1.524
O 1.381 -2.034 2.162
N 0.183 -0.736 0.732
C -1.061 -0.472 0.075
C 1.281 0.162 0.424
H -0.529 -2.454 1.630
H -1.377 0.549 0.305
H -1.838 -1.129 0.469
H -1.020 -0.655 -1.000
H 1.062 1.131 0.879
H 2.239 -0.220 0.759
H 1.308 0.261 -0.664
C -3.101 -3.876 0.360
O -2.387 -3.796 1.335
N -4.365 -4.334 0.297
C -5.055 -4.480 -0.962
C -5.104 -4.751 1.450
H -2.753 -3.546 -0.638
H -4.424 -4.112 -1.768
H -5.983 -3.902 -0.914
H -5.341 -5.518 -1.144
H -5.396 -5.800 1.354
H -4.469 -4.674 2.331
H -5.998 -4.140 1.597
C 3.662 0.192 -3.342
O 4.348 -0.385 -2.539
N 2.345 -0.056 -3.592
C 1.693 0.535 -4.732
C 1.686 -1.200 -3.005
H 4.011 1.038 -3.963
H 0.680 0.869 -4.491
H 1.612 -0.175 -5.565
H 2.236 1.411 -5.085
H 0.702 -0.942 -2.606
H 1.519 -1.986 -3.750
H 2.305 -1.597 -2.204
O 5.749 -5.719 1.604
C 5.460 -5.436 0.471
O 4.734 -4.373 0.105
C 4.149 -3.558 1.138
C 4.544 -2.113 0.964
C 5.831 -6.263 -0.731
H 4.356 -3.960 2.125
H 3.075 -3.643 0.973
H 4.161 -1.475 1.757
H 4.215 -1.740 -0.009
H 5.635 -1.998 0.956
H 6.113 -7.265 -0.425
H 6.607 -5.802 -1.337
H 4.937 -6.354 -1.355
O 1.227 -6.994 3.156
C 2.088 -6.956 2.322
O 2.072 -6.114 1.280
C 0.883 -5.325 1.101
C 0.814 -4.916 -0.340
C 3.315 -7.849 2.344
H 0.899 -4.475 1.784
H 0.012 -5.926 1.369
H -0.074 -4.306 -0.513
H 0.927 -5.771 -1.002
H 1.635 -4.226 -0.583
H 3.566 -8.124 1.320
H 3.070 -8.715 2.946
H 4.133 -7.263 2.760
O 2.702 3.735 4.078
C 3.303 3.453 3.073
O 3.643 4.340 2.128
C 3.421 5.732 2.431
C 3.442 6.478 1.117
C 3.693 2.034 2.718
H 4.227 6.063 3.087
H 2.461 5.826 2.932
H 2.716 6.015 0.440
H 4.414 6.457 0.628
H 3.113 7.509 1.238
H 4.380 2.021 1.877
H 2.777 1.508 2.448
H 4.108 1.590 3.617
O -5.016 3.494 -0.008
C -4.103 2.714 -0.039
O -3.844 1.818 0.921
C -4.705 1.661 2.057
C -3.846 1.560 3.294
C -3.091 2.703 -1.146
H -5.304 0.759 1.912
H -5.422 2.485 2.074
H -3.163 0.719 3.160
H -4.475 1.338 4.155
H -3.300 2.484 3.458
H -2.070 2.625 -0.785
H -3.198 3.648 -1.673
H -3.270 1.914 -1.882
O -3.330 -1.125 -2.154
C -4.459 -0.791 -1.897
O -5.319 -0.291 -2.790
C -4.819 -0.114 -4.138
C -5.246 -1.262 -4.990
C -5.091 -0.886 -0.542
H -3.755 0.105 -4.098
H -5.303 0.806 -4.477
H -6.326 -1.374 -4.986
H -4.759 -2.190 -4.675
H -4.912 -1.132 -6.023
H -5.790 -1.727 -0.511
H -5.717 -0.026 -0.303
H -4.400 -1.025 0.286
O -1.236 4.254 0.801
C -1.435 4.225 1.991
O -2.417 4.837 2.643
C -3.504 5.497 1.972
C -3.646 6.862 2.592
C -0.480 3.555 2.943
H -4.387 4.876 2.119
H -3.357 5.573 0.895
H -2.696 7.396 2.547
H -3.891 6.763 3.652
H -4.412 7.471 2.117
H 0.325 4.259 3.150
H -0.014 2.702 2.453
H -1.010 3.225 3.832
O 2.822 5.621 -2.490
C 3.102 4.557 -2.982
O 3.250 3.433 -2.280
C 3.154 3.536 -0.847
C 1.718 3.615 -0.366
C 3.353 4.353 -4.452
H 3.730 4.403 -0.523
H 3.625 2.618 -0.500
H 1.135 2.845 -0.863
H 1.308 4.602 -0.578
H 1.729 3.550 0.723
H 3.890 5.236 -4.802
H 2.431 4.281 -5.024
H 4.000 3.497 -4.631
*
```

Calculated values
Frontier orbital gap in eV: 9.33
SMILES: CCOC(C)=O.CCOC(C)=O.CCOC(C)=O.CCOC(C)=O.CCOC(C)=O.CCOC(C)=O.CCOC(C)=O.CN(C)C=O.CN(C)C=O.CN(C)C=O
Relative energy (zero: lowest compared OMol25 entry of this formula, charge and spin) in eV: 0.000
DFT total energy in a.u.: -2899.4669
Maximum force in eV Å⁻¹: 1.3


DFT (ωB97M-V with the def2-TZVPD basis set) results for a single C4H3I molecule in a non-equilibrium geometry.

The geometry in ORCA input format:
```
! wB97M-V def2-TZVPD RIJCOSX def2/J DEFGRID3
* xyz 0 3
C -0.366 -1.431 -0.108
C -0.878 -0.060 -0.026
C 0.967 -0.461 0.026
C 0.027 1.023 -0.071
I -2.953 0.352 0.019
H 1.496 -0.727 0.942
H 1.510 -0.805 -0.860
H 0.196 2.109 0.078
*
```

Calculated values
Frontier orbital gap (spin up / spin down) in eV: 9.84 / 6.06
Relative energy (zero: lowest compared OMol25 entry of this formula, charge and spin) in eV: 3.209
DFT total energy in a.u.: -451.6044
Maximum force in eV Å⁻¹: 7.1


DFT (ωB97M-V with the def2-TZVPD basis set) results for a 6-piece molecular cluster, C44H62BrClO22P overall in a non-equilibrium geometry.

The geometry in ORCA input format:
```
! wB97M-V def2-TZVPD RIJCOSX def2/J DEFGRID3
* xyz -1 1
C 4.985 -2.480 -2.332
C 6.377 -1.751 -2.539
O 6.166 -0.451 -3.115
C 6.435 0.609 -2.195
C 5.075 1.072 -1.527
C 4.245 1.954 -2.367
C 2.953 2.472 -1.903
C 2.144 3.356 -2.887
C 2.381 4.922 -2.672
C 2.195 5.737 -3.990
Cl 3.602 5.519 -5.169
C 2.539 2.111 -0.550
C 3.369 1.223 0.298
C 4.655 0.661 -0.171
C 5.491 -0.303 0.719
C 6.921 0.237 1.149
C 7.004 1.795 1.394
C 7.593 2.561 0.148
O 6.988 3.487 -0.323
O 8.842 2.132 -0.314
C 2.788 0.905 1.721
O 3.510 0.835 2.696
C 1.255 0.737 1.801
C 0.577 -0.225 2.665
C -0.906 -0.331 2.671
C -1.561 -1.408 3.593
O -1.797 -1.037 4.767
O -1.827 -2.616 3.222
C -1.743 0.534 1.836
P -3.595 0.482 1.717
C -4.422 0.170 3.369
C -5.948 -0.208 3.042
C -4.196 -0.670 0.368
C -3.638 -2.155 0.429
C -1.027 1.532 0.981
Br -2.079 2.700 -0.174
C 0.423 1.646 0.951
C 1.204 2.651 0.043
O 0.837 3.783 -0.182
H 5.211 -3.419 -1.748
H 4.565 -2.776 -3.330
H 4.243 -1.840 -1.791
H 6.920 -1.730 -1.553
H 6.954 -2.351 -3.302
H 6.798 1.517 -2.766
H 7.231 0.378 -1.442
H 4.586 2.225 -3.396
H 2.418 3.160 -3.967
H 1.031 3.179 -2.838
H 1.602 5.259 -1.936
H 3.389 5.065 -2.195
H 1.266 5.499 -4.563
H 2.187 6.838 -3.757
H 4.961 -0.655 1.638
H 5.665 -1.233 0.097
H 7.153 -0.251 2.142
H 7.691 -0.162 0.438
H 6.058 2.266 1.753
H 7.774 1.946 2.211
H 8.789 1.923 -1.268
H 1.154 -0.918 3.322
H -4.472 1.125 3.963
H -4.020 -0.694 3.954
H -6.461 -0.491 4.008
H -6.485 0.601 2.487
H -5.885 -1.177 2.463
H -3.851 -0.220 -0.608
H -5.323 -0.639 0.337
H -2.728 -2.199 -0.234
H -3.451 -2.548 1.458
H -4.409 -2.811 -0.084
C 10.959 -2.471 5.982
O 9.655 -2.277 6.527
C 8.686 -2.174 5.607
O 8.836 -2.232 4.413
O 7.526 -1.997 6.246
C 6.396 -1.871 5.382
H 11.657 -2.540 6.815
H 11.004 -3.401 5.413
H 11.245 -1.624 5.358
H 6.260 -2.777 4.790
H 6.502 -1.000 4.734
H 5.514 -1.731 6.005
C -8.046 -4.138 2.084
O -8.009 -3.132 1.071
C -9.152 -2.988 0.398
O -10.166 -3.619 0.578
O -8.979 -2.022 -0.511
C -10.130 -1.757 -1.311
H -7.068 -4.164 2.563
H -8.793 -3.896 2.840
H -8.243 -5.118 1.647
H -10.961 -1.419 -0.690
H -10.412 -2.641 -1.884
H -9.870 -0.961 -2.006
C -7.391 5.465 4.525
O -7.422 4.078 4.193
C -8.388 3.387 4.809
O -9.194 3.834 5.585
O -8.302 2.114 4.410
C -9.278 1.251 4.990
H -6.571 5.917 3.969
H -8.321 5.952 4.231
H -7.204 5.601 5.591
H -10.285 1.567 4.714
H -9.167 1.218 6.074
H -9.108 0.251 4.593
C 5.996 5.660 -12.070
O 6.713 5.529 -10.845
C 5.988 5.809 -9.752
O 4.833 6.146 -9.739
O 6.773 5.649 -8.682
C 6.128 5.915 -7.435
H 6.679 5.409 -12.880
H 5.154 4.966 -12.100
H 5.654 6.686 -12.209
H 5.293 5.233 -7.280
H 5.792 6.952 -7.389
H 6.858 5.754 -6.643
C -9.007 -6.492 -0.889
O -9.303 -7.737 -0.253
C -8.668 -8.788 -0.781
O -7.903 -8.760 -1.710
O -9.033 -9.880 -0.096
C -8.427 -11.087 -0.555
H -9.575 -5.713 -0.380
H -7.945 -6.258 -0.801
H -9.312 -6.512 -1.936
H -7.342 -11.035 -0.455
H -8.708 -11.290 -1.589
H -8.794 -11.899 0.071
*
```

Calculated values
Frontier orbital gap in eV: 6.00
Relative energy (zero: lowest compared OMol25 entry of this formula, charge and spin) in eV: 3.486
DFT total energy in a.u.: -6744.6323
Maximum force in eV Å⁻¹: 3.2